# C26H43BBa2F4N2O12

A molecular structure, C26H43BBa2F4N2O12 (the ωB97M-V functional and the def2-TZVPD basis, OMol25).

Total energy: -2503.76534 Ha
2S+1: 1
HOMO energy: -12.3647 eV
Energy relative to the best compared isomer or geometry (same formula, charge and spin): 7.42 kcal per mole
Strongest force on any atom: 3.0 eV Å⁻¹
Orbital gap: 0.1919 hartree
Charge: +2

Element x y z (Å)
F: -5.52398 -4.04911 1.67163
C: 1.81690 4.98171 1.32141
B: -4.23089 -4.60750 1.43534
H: 1.01125 5.09889 2.06312
H: -1.02243 4.80504 -1.97594
H: 2.51352 -0.32370 -4.61322
H: 2.54704 4.39197 1.89490
H: 1.04898 -3.06936 7.23404
H: -1.97775 1.28469 -5.36580
H: 0.54585 -0.75220 3.64521
O: 2.30741 6.18017 0.81984
H: 3.05595 7.97269 1.39016
C: 1.27523 4.11113 0.19669
H: 3.98892 6.53182 1.89205
H: -0.29488 2.10344 3.17842
H: -0.83984 -3.53652 -4.53636
O: 0.12261 4.72975 -0.34520
O: 5.64299 1.35629 0.24271
H: -3.72524 4.46788 -3.12487
C: 3.99216 1.12012 -1.32523
C: 0.39123 -2.22070 7.44790
H: -0.55369 -2.64764 7.78487
C: -3.64002 3.40407 -3.31516
H: 1.86476 -1.41383 5.34416
H: 5.92211 0.84823 -2.19999
C: 0.67936 -4.82696 -1.95661
C: -2.78128 0.81813 -3.49342
H: -0.58888 0.85041 -1.02418
H: -2.72848 3.73248 -5.19773
H: -1.47939 0.64060 2.95607
O: -0.76384 -1.76247 -0.94966
O: -0.53407 0.72814 4.72444
H: 1.39837 -5.27326 -2.64746
H: 1.08438 0.34410 -2.75850
O: -2.83142 -1.50229 -3.11612
O: -1.08721 -0.60489 -3.96874
C: -1.02219 1.40497 3.59663
C: 2.98758 0.11611 -3.74898
C: -3.92972 2.53481 -2.25738
H: -0.38356 -6.58314 -1.30082
H: 0.49333 -5.36983 1.72564
C: 2.15046 0.54170 -2.71324
H: -1.14181 -4.78166 1.96689
H: -0.82851 -6.54295 1.68867
C: -0.54934 -5.52063 1.43707
O: -0.69240 -5.19074 0.04963
C: -1.43930 -0.96691 -0.25441
F: -3.81760 -5.52185 2.31721
F: -4.18112 -4.99551 0.07969
H: -4.49202 2.76270 -1.36472
C: -3.51312 1.21094 -2.38024
O: -2.48350 -1.33921 0.36152
C: -3.03990 2.97322 -4.49529
C: -1.02312 0.48941 -0.09091
H: 1.63967 -0.21628 6.52328
H: 0.48876 3.85478 -2.15277
C: 2.98817 6.96750 1.78979
H: 0.80300 -1.55842 8.20654
H: 1.45014 0.62002 4.21476
N: -2.21969 -0.54099 -3.56321
C: 1.08289 -0.72845 5.73636
H: 0.99761 3.17580 0.70230
N: 4.52385 1.67695 -0.07448
H: 1.95002 1.34582 -0.75301
H: -0.25827 0.56850 0.68112
C: 4.85832 0.67882 -2.30891
H: 0.63694 -4.37346 -4.58410
H: 1.06426 -3.89670 -1.52424
F: -3.26986 -3.54811 1.36028
H: 2.00659 3.97529 -0.60228
H: -0.93175 3.16577 -1.28571
O: -0.42551 -4.45023 -2.78626
H: -1.87446 2.03544 3.87006
C: 0.60620 -0.04330 4.47886
H: -1.86803 1.13061 0.14678
H: -3.67342 0.50462 -1.57430
C: -2.52318 1.69213 -4.52138
C: 0.24332 -5.79257 -0.86281
O: 0.06198 -1.61375 6.19574
H: 1.02867 -6.38975 -0.40055
Ba: -4.99242 -1.55281 1.52881
C: 2.64287 1.04113 -1.52984
C: 4.36335 0.18454 -3.49385
Ba: -2.64348 -3.82623 -1.37510
H: 5.01501 -0.13658 -4.29745
C: -0.36133 4.08079 -1.49921
O: 3.79159 2.38204 0.57719
H: 0.47976 -2.77228 -3.63578
H: 2.56751 6.95305 2.79772
C: 0.05105 -3.72647 -3.93006


# C26H43Br18O5

A molecular structure, C26H43Br18O5 (the ωB97M-V functional and the def2-TZVPD basis, OMol25).

Total energy: -47724.99985 Ha
2S+1: 1
HOMO energy: -5.0994 eV
Energy relative to the best compared isomer or geometry (same formula, charge and spin): 0.00 kcal per mole
Strongest force on any atom: 4.2 eV Å⁻¹
Orbital gap: 0.2316 hartree
Charge: -1

Element x y z (Å)
C: 0.86913 3.66565 4.68482
C: 1.76034 1.53842 -5.09113
H: -2.69846 -12.09135 2.44659
H: 6.62609 0.01806 -7.92011
C: -0.54617 3.79896 -1.91576
H: -7.98734 1.40399 2.55467
H: 0.46766 3.94377 5.65572
C: 2.61189 2.16005 3.59712
H: -2.75967 -3.53823 1.67267
H: 0.03432 4.71859 -1.97293
C: -5.86259 1.18086 2.94493
Br: 6.34030 5.16988 -1.29508
Br: 4.89797 1.23229 -6.66700
H: 7.42535 1.27890 1.60146
H: -5.94417 -4.73360 1.43594
H: -7.49014 -3.93101 1.10440
H: 1.50794 4.45407 4.29109
C: -3.81039 -10.23370 2.55405
C: -2.17904 2.89673 2.64848
O: 0.53675 4.52658 1.75475
C: -2.74382 -5.22555 0.34870
Br: -1.37703 -2.77473 -0.22058
Br: 8.13885 3.06429 -6.16246
Br: 5.57631 1.90370 -2.94396
H: -8.60396 -6.26650 1.38168
H: -7.01660 0.87241 1.16811
C: 5.60526 2.37075 1.15064
C: -1.73142 3.87209 -2.83815
C: 5.57582 3.71557 -3.65675
H: 7.64105 0.68371 -5.62674
C: -1.67364 1.76840 4.99186
H: -3.76135 -3.31177 0.22592
O: -1.63636 0.54750 4.68434
Br: 2.37413 3.14347 -4.17973
H: 4.92374 3.06035 1.63981
Br: -6.14260 1.45711 4.84820
H: 3.66223 2.20604 3.86379
H: -5.08443 0.43174 2.84703
H: 6.67048 1.74085 -8.34110
C: 6.86968 2.14876 1.93516
H: 5.83529 2.73467 0.15343
H: 8.71111 0.84009 -7.03525
Br: -3.28078 -5.67634 -1.47025
Br: -0.74808 2.54158 -6.10353
H: 2.46282 2.95694 2.87306
Br: -2.33975 -9.26227 1.73217
C: -3.70534 -11.71371 2.30526
C: -7.59824 -6.07098 1.02597
H: -3.73464 -10.01989 3.61771
H: 6.80236 5.46675 -3.69503
Br: -2.54754 2.11911 -3.07135
H: 0.94076 0.99051 -6.99493
Br: -6.51106 -7.60615 1.52389
H: 4.59484 4.12880 -3.44753
C: -0.24614 3.47186 3.73278
H: -2.50752 4.53583 -2.46964
H: 7.64264 4.02964 -3.08145
H: 0.09657 2.95521 -2.13990
C: -0.37640 4.16663 2.41948
C: 6.69535 4.55686 -3.10831
H: -7.59517 -6.05852 -0.06171
H: -3.42728 -5.77629 0.99319
Br: -7.36226 -4.60006 3.47099
Br: 4.62596 0.72066 0.87064
C: -2.84253 -3.74524 0.60767
H: -4.72877 -9.80624 2.16675
O: -1.80514 4.20375 2.20912
H: 1.59636 2.63828 -6.94414
C: -7.01926 -4.79483 1.56956
H: -5.49150 2.12969 2.56873
O: -2.98388 2.21694 2.11017
Br: -4.23206 -12.17976 0.49145
H: 2.38626 1.18713 3.17798
C: 6.63933 1.03013 -7.52226
C: 7.79346 1.19507 -6.57210
H: 1.12793 0.99386 -4.39664
H: 5.69413 3.59051 -4.72937
H: 1.15297 1.54063 5.13347
H: 7.50790 3.02842 1.88393
Br: -7.61109 -1.05883 2.58957
C: 1.06466 1.87921 -6.38010
H: -1.73787 -5.60825 0.48117
O: -1.95484 2.30198 6.08786
C: 1.73047 2.41083 4.84056
Br: 6.49811 1.89348 3.82966
H: 2.66244 0.96277 -5.28792
C: -7.13917 0.80194 2.24681
Br: -1.06540 3.65213 -0.03751
H: -1.43103 4.18387 -3.83556
C: -1.31980 2.69750 3.84788
H: 2.40628 2.61324 5.67167
H: -4.39159 -12.25626 2.95146


# C26H43Cl14F9O6

10 unconnected molecules or ions with the total composition C26H43Cl14F9O6 (the ωB97M-V functional and the def2-TZVPD basis, OMol25).

Total energy: -8809.47232 Ha
2S+1: 1
HOMO energy: -10.7389 eV
Strongest force on any atom: 2.2 eV Å⁻¹
SMILES: CCOC(=O)C(F)(F)F.CCOC(=O)C(F)(F)F.CCOC(=O)C(F)(F)F.ClCCCl.ClCCCl.ClCCCl.ClCCCl.ClCCCl.ClCCCl.ClCCCl
Orbital gap: 0.4068 hartree

Element x y z (Å)
H: -1.23277 -4.58797 3.15386
F: 1.28876 4.27053 -3.20697
H: -0.36702 -7.11041 3.67791
H: -4.55984 -1.66572 5.05737
C: -2.30082 3.94518 -0.22636
Cl: -2.03429 -4.33214 0.18843
O: -1.26857 4.36423 -2.69019
H: -3.58184 0.97930 -2.21904
H: 1.76616 5.66278 2.71853
H: -1.58846 -2.99495 -1.86039
H: 0.73099 -4.71063 -0.74841
O: 0.85907 1.00107 2.10033
C: 4.72054 0.55438 2.90926
C: 0.93303 -0.76247 -6.27027
H: 2.88431 4.91664 3.88495
Cl: 0.01046 4.48625 4.88988
C: -4.48812 -1.32111 4.02807
H: -1.25452 1.82725 -2.95487
H: 3.88800 -2.70243 -3.72277
C: -0.65292 -6.32830 4.38174
C: 1.00086 4.33165 -1.92111
H: 3.25336 0.09900 0.17017
Cl: -0.68070 -3.77006 5.27731
Cl: 1.36651 -2.59715 -8.13601
Cl: 1.08230 -3.43105 -2.68742
O: 1.44200 -0.55917 0.62426
C: 4.56067 -0.90727 3.29644
C: -0.51642 4.20109 -1.77218
H: -2.90524 3.24578 -0.80869
H: 5.41955 -1.33357 3.80909
C: 1.95524 0.06824 -1.64485
C: -1.06266 -3.49880 -1.05685
H: 4.30836 -1.65232 -2.32562
H: 1.53737 2.89356 4.00968
C: 2.06433 -1.30285 -7.15555
C: -0.53126 -4.88264 3.92844
Cl: 2.87495 3.98872 1.65941
H: 0.48235 -4.73211 3.55370
C: 5.33068 -1.22189 -4.15335
C: -5.09044 0.07196 3.88502
O: -0.90741 3.94946 -0.54150
C: -5.95883 1.12605 1.94405
Cl: -4.33717 0.34301 -4.37429
F: -5.96825 2.42756 -0.04233
H: 1.87194 1.33420 -0.05450
H: 2.30672 -0.50262 -7.86013
H: 0.26485 -1.51661 -5.86268
H: -6.11075 0.13915 4.26008
C: 0.04969 -4.39256 -1.52783
F: 0.03645 -1.05458 3.67757
C: 2.13558 4.72428 3.12239
H: -4.50803 0.80332 4.45118
C: 4.68888 -2.19462 -3.18796
H: 3.03049 -1.44204 -6.67875
C: 0.75754 -0.11557 1.67034
C: -3.33885 1.28115 -3.23341
F: -4.56699 0.80794 0.03651
H: -1.91951 2.98783 1.66215
H: 5.60069 -1.77732 -5.05093
O: -6.86691 1.66931 2.48699
C: -0.12022 -1.16916 2.34994
C: 2.24469 0.31460 -0.17593
H: -5.12308 -1.91225 3.36817
C: 1.04189 3.78646 3.62747
H: 4.53958 -0.52490 -4.42731
H: -0.01267 -6.57710 5.22811
Cl: 1.76534 0.10681 -4.90884
H: 2.68511 0.68378 -2.18445
Cl: 6.64923 -0.28323 -3.42117
O: -4.98680 0.42283 2.49843
Cl: 4.24439 -1.96839 1.89347
H: -3.44075 -1.27094 3.74219
C: -2.52092 3.80310 1.24987
Cl: -2.36126 -6.67558 4.78927
F: -6.73269 0.42852 -0.14315
Cl: 5.76938 -3.44324 -2.50735
Cl: -1.29444 -0.51490 -2.99430
H: 0.29830 -0.00983 -6.72941
H: -2.20187 4.71542 1.75430
H: -0.32643 -5.18576 -2.16895
H: 3.78242 0.95872 2.52948
F: 1.41668 5.49161 -1.44704
H: -1.63122 1.24347 -4.53248
H: 5.49270 0.80486 2.18600
H: -2.65479 4.91891 -0.58186
H: -3.54823 3.55992 1.51116
H: -3.53506 2.33862 -3.40685
C: -1.85999 1.09347 -3.47734
H: 2.05704 -0.94494 -2.03061
F: -1.40052 -0.97308 2.02038
H: 3.72649 -1.00882 3.98901
F: 0.25509 -2.40912 2.00674
H: -0.56225 -2.73669 -0.45471
Cl: 5.15506 1.46901 4.36324
H: 0.99174 0.41021 -2.01423
H: 0.46037 3.39579 2.79454
F: 1.62157 3.37690 -1.24855
C: -5.78799 1.18496 0.41283